(1)
The following is a quantum chemistry calculation of C33H58N8Nb as an isolated structure at a distorted geometry, from the OMol25 dataset.

Last column: Löwdin charge in e.
CARTESIAN COORDINATES (ANGSTROEM)
1 Nb 4.2422 0.7873 0.7205  0.901
2 C 4.3307 0.9637 2.9921  -0.393
3 C 4.8986 -0.0346 3.7816  -0.159
4 C 4.9234 0.0880 5.1592  -0.201
5 N 4.4608 1.1322 5.8382  0.031
6 C 3.9435 2.1160 5.0947  -0.190
7 C 3.8483 2.0557 3.7181  -0.153
8 H 3.1314 -0.6830 0.9129  -0.189
9 H 5.6535 -0.3860 0.5490  -0.188
10 H 5.2443 2.3246 0.4759  -0.190
11 H 2.6674 1.7474 0.8475  -0.170
12 H 3.8367 0.7996 -1.0559  -0.197
13 H 5.3097 -0.9176 3.3199  0.064
14 H 5.3444 -0.7187 5.7457  0.088
15 H 3.5664 2.9787 5.6255  0.074
16 H 3.4029 2.8867 3.1936  0.050
17 C 2.6470 6.5683 6.5582  -0.113
18 C 1.2041 6.2076 6.2236  -0.259
19 C 1.0968 5.0512 5.2240  -0.223
20 C 1.7377 5.3806 3.9536  -0.227
21 N 2.2463 5.6383 2.9589  0.168
22 H 3.1847 6.9070 5.6720  0.069
23 H 2.6830 7.3717 7.2951  0.066
24 H 3.1803 5.7094 6.9693  0.074
25 H 0.6920 7.0836 5.8202  0.107
26 H 0.6778 5.9222 7.1364  0.104
27 H 0.0562 4.8017 5.0215  0.081
28 H 1.5720 4.1529 5.6197  0.082
29 C 1.3276 -0.7254 6.3103  -0.104
30 C -0.1258 -0.5995 6.7497  -0.264
31 C -1.0282 0.0102 5.6697  -0.184
32 C -0.6230 1.3807 5.3543  -0.194
33 N -0.3408 2.4698 5.1334  0.187
34 H 1.7663 0.2437 6.0709  0.056
35 H 1.9275 -1.1656 7.1064  0.074
36 H 1.4210 -1.3595 5.4272  0.084
37 H -0.1931 0.0174 7.6484  0.108
38 H -0.5098 -1.5875 7.0122  0.103
39 H -2.0631 0.0480 6.0118  0.114
40 H -0.9973 -0.5862 4.7570  0.124
41 C 1.4452 -2.1495 -3.4494  -0.104
42 C 1.6077 -0.6475 -3.2452  -0.270
43 C 2.8522 -0.0795 -3.9328  -0.201
44 C 4.0678 -0.6713 -3.3892  -0.287
45 N 5.0374 -0.9908 -2.8708  0.143
46 H 2.2754 -2.7031 -3.0101  0.076
47 H 0.5312 -2.5052 -2.9767  0.036
48 H 1.3943 -2.3978 -4.5135  0.071
49 H 1.6523 -0.4272 -2.1766  0.100
50 H 0.7311 -0.1335 -3.6485  0.090
51 H 2.9143 0.9983 -3.7720  0.103
52 H 2.8182 -0.2614 -5.0091  0.112
53 C 3.3987 6.7231 -0.3900  -0.121
54 C 4.6007 5.7879 -0.3736  -0.263
55 C 5.0737 5.3888 -1.7778  -0.196
56 C 4.0213 4.6809 -2.4994  -0.247
57 N 3.1913 4.0640 -2.9931  0.144
58 H 2.5350 6.2447 -0.8531  0.069
59 H 3.1159 6.9928 0.6267  0.044
60 H 3.6185 7.6419 -0.9419  0.067
61 H 4.3534 4.8854 0.1868  0.086
62 H 5.4327 6.2684 0.1451  0.106
63 H 5.9357 4.7249 -1.7076  0.114
64 H 5.3654 6.2657 -2.3597  0.111
65 C -4.3061 -0.2399 -1.3478  -0.108
66 C -2.9722 0.4985 -1.3702  -0.245
67 C -1.9031 -0.2341 -2.1886  -0.185
68 C -1.6556 -1.5631 -1.6322  -0.259
69 N -1.5111 -2.6065 -1.1782  0.165
70 H -4.2131 -1.2121 -0.8587  0.072
71 H -5.0483 0.3346 -0.7938  0.073
72 H -4.6834 -0.4131 -2.3531  0.029
73 H -2.6137 0.6424 -0.3502  0.115
74 H -3.1076 1.4909 -1.8028  0.110
75 H -0.9674 0.3231 -2.1878  0.107
76 H -2.2276 -0.3453 -3.2255  0.114
77 C -4.8005 -4.3071 -6.2829  -0.104
78 C -3.6064 -3.5625 -5.6994  -0.248
79 C -3.8671 -3.0533 -4.2770  -0.176
80 C -4.9970 -2.1247 -4.2454  -0.247
81 N -5.8958 -1.4145 -4.2432  0.153
82 H -5.6720 -3.6562 -6.3703  0.072
83 H -4.5694 -4.6849 -7.2786  0.074
84 H -5.0673 -5.1573 -5.6550  0.048
85 H -3.3479 -2.7206 -6.3444  0.112
86 H -2.7389 -4.2226 -5.6725  0.112
87 H -2.9887 -2.5444 -3.8810  0.091
88 H -4.0904 -3.8843 -3.6066  0.127
89 C -7.4139 -6.8421 -4.1796  -0.102
90 C -7.5203 -8.3243 -4.5138  -0.260
91 C -6.3733 -9.1426 -3.9099  -0.192
92 C -5.0816 -8.6851 -4.4194  -0.243
93 N -4.0688 -8.3206 -4.8145  0.150
94 H -6.4995 -6.4142 -4.5877  0.043
95 H -8.2521 -6.2908 -4.6048  0.076
96 H -7.4155 -6.6779 -3.1007  0.081
97 H -7.5233 -8.4571 -5.5970  0.111
98 H -8.4668 -8.7199 -4.1418  0.106
99 H -6.4808 -10.1997 -4.1535  0.116
100 H -6.3660 -9.0490 -2.8231  0.120

Cartesian forces, eV/Å:
Nb 1.46 -0.09 0.50
C -0.64 0.49 -0.16
C -0.08 0.03 -0.28
C 0.15 -0.20 0.16
N -0.07 0.20 0.02
C 0.07 -0.36 -0.02
C -0.02 0.30 -0.10
H -0.14 0.06 -0.24
H -0.13 -0.62 -0.01
H 0.02 0.42 -0.25
H -0.21 -0.49 -0.07
H -0.61 0.45 0.22
H 0.09 -0.26 0.00
H 0.07 -0.08 0.18
H -0.02 0.16 0.18
H -0.14 0.15 -0.05
C -0.05 0.05 0.03
C 0.17 0.05 0.02
C -0.03 0.36 0.11
C -0.04 -0.15 0.07
N 0.11 0.18 -0.18
H 0.01 -0.04 -0.03
H 0.02 0.00 0.02
H 0.01 -0.01 -0.01
H -0.04 0.00 -0.01
H -0.05 -0.05 -0.03
H 0.14 -0.05 0.04
H -0.09 -0.01 -0.04
C -0.01 0.04 0.01
C 0.16 -0.07 0.01
C 0.12 -0.05 0.15
C -0.18 -0.12 -0.07
N -0.09 -0.14 0.01
H 0.01 0.00 -0.01
H 0.03 0.00 -0.01
H 0.00 0.00 -0.02
H -0.01 0.00 0.02
H -0.12 0.04 -0.04
H -0.04 -0.01 -0.04
H 0.03 0.03 -0.04
C -0.03 0.02 -0.07
C -0.15 -0.18 0.00
C -0.29 -0.06 0.06
C 0.05 0.53 0.09
N 0.38 -0.53 -0.15
H 0.05 0.03 0.00
H 0.01 -0.05 0.02
H 0.03 -0.01 -0.01
H 0.09 0.08 -0.01
H 0.06 0.08 -0.04
H 0.06 0.02 0.03
H -0.03 -0.01 -0.02
C 0.04 0.06 0.02
C -0.13 0.08 0.09
C 0.00 0.07 0.20
C 0.14 -0.22 0.16
N -0.24 0.00 -0.32
H 0.00 -0.01 -0.03
H -0.01 -0.04 0.00
H 0.00 0.00 -0.02
H 0.06 -0.04 -0.02
H 0.05 -0.04 -0.04
H 0.00 -0.04 -0.04
H 0.01 0.02 0.01
C 0.10 0.01 0.11
C -0.22 0.01 0.02
C -0.03 0.12 0.23
C 0.00 0.07 -0.09
N -0.04 -0.19 0.02
H 0.05 0.01 0.01
H -0.04 0.00 -0.04
H -0.05 0.12 0.02
H 0.10 0.01 -0.03
H 0.05 0.01 -0.02
H 0.05 -0.02 -0.01
H 0.01 0.00 -0.03
C 0.04 0.04 -0.05
C -0.07 -0.07 -0.10
C 0.04 0.02 -0.15
C 0.19 -0.30 -0.01
N -0.29 0.21 -0.08
H 0.00 0.01 0.05
H 0.01 -0.03 0.01
H 0.01 -0.04 -0.01
H 0.03 0.03 0.04
H 0.02 0.02 0.06
H 0.02 -0.03 0.07
H 0.02 -0.01 0.04
C -0.09 -0.02 -0.04
C -0.05 0.13 0.03
C -0.14 0.05 -0.14
C 0.03 -0.13 0.15
N 0.11 0.10 -0.12
H 0.03 0.00 0.03
H -0.01 0.02 0.02
H 0.01 0.00 0.01
H 0.01 -0.04 -0.01
H 0.03 -0.07 0.02
H 0.02 -0.03 0.03
H 0.02 0.00 0.02

Electronic energy in hartree: -1786.96563
Total charge: -1



(2)
The following is a quantum chemistry calculation of C3H4N2O2 as an isolated structure at a distorted geometry, from the OMol25 dataset.

Last column: Löwdin charge in e.
CARTESIAN COORDINATES (ANGSTROEM)
1 C -1.1920 0.8520 -1.0447  -0.053
2 C -0.4392 0.0464 -0.2503  -0.633
3 C 0.9657 -0.7358 0.9552  -0.511
4 H -0.4986 1.5456 -1.7674  0.144
5 H -1.7691 0.0231 -1.5987  0.117
6 H -1.8823 1.5494 -0.3411  0.145
7 H 2.7876 -0.2761 0.8381  0.251
8 N -0.9068 -0.9816 0.3076  0.112
9 N 0.8323 0.2855 0.0482  0.197
10 O -0.0170 -1.5127 1.2653  0.148
11 O 2.1194 -0.7958 1.5880  0.083

Cartesian forces, eV/Å:
C -3.43 3.85 -3.90
C 3.34 -1.11 2.09
C 3.77 3.58 -0.27
H -1.98 -1.86 1.77
H -0.04 2.17 0.14
H 1.40 -1.62 -2.02
H -2.69 -1.96 3.46
N -5.81 -3.04 0.76
N 1.37 -2.59 2.72
O 0.93 1.68 -2.03
O 3.14 0.90 -2.72

Relative energy (zero: lowest compared OMol25 entry of this formula, charge and spin) in eV: 4.636
Electronic energy in hartree: -376.59341
Total charge: 0



(3)
The following is a quantum chemistry calculation of a 4-piece molecular cluster, C36H47Br4F9N2O9S3 overall at a distorted geometry, from the OMol25 dataset.

Last column: Löwdin charge in e.
CARTESIAN COORDINATES (ANGSTROEM)
1 C -5.4817 -6.9633 -6.4154  -0.137
2 C -4.3862 -6.2042 -5.4155  -0.177
3 C -4.6845 -6.3626 -3.7790  -0.040
4 C -3.6324 -5.5999 -2.7650  -0.063
5 C -2.3409 -4.7102 -3.3408  -0.023
6 C -2.0109 -4.5615 -4.9714  -0.124
7 C -0.6951 -3.7042 -5.5374  -0.148
8 C 0.3764 -3.4534 -4.2775  -0.049
9 C 0.0708 -2.0863 -3.3875  -0.068
10 C -1.2050 -1.0753 -3.7739  -0.123
11 C -0.5941 -0.1007 -4.9890  -0.083
12 C -1.7367 0.4185 -6.0427  -0.228
13 F -2.6297 -0.6490 -6.5513  0.012
14 F -2.4650 1.5428 -5.3630  -0.010
15 F -1.0565 1.0180 -7.2510  -0.019
16 C 1.0984 -1.7947 -2.1467  -0.042
17 C 0.8205 -0.4308 -1.2490  -0.172
18 C -0.5018 -0.5114 -0.2860  -0.176
19 C -0.1940 -0.9915 1.2643  -0.649
20 F -1.5271 -0.9250 1.9724  -0.195
21 Br 0.3749 -2.9113 1.2998  0.772
22 C 0.8131 0.0002 2.0949  -0.575
23 F 1.1513 1.2699 1.4126  -0.057
24 F 2.0335 -0.7573 2.5406  -0.133
25 Br -0.1156 0.5458 3.8237  0.826
26 C 2.4096 -2.7717 -1.7886  -0.111
27 N 3.2049 -2.2987 -0.5984  0.039
28 C 4.3353 -3.2689 -0.4056  -0.066
29 C 4.7082 -4.5672 -1.3097  -0.061
30 N 3.8730 -4.9678 -2.4835  0.025
31 C 2.6853 -4.0802 -2.7238  -0.078
32 C 1.6674 -4.4748 -3.9757  -0.018
33 C 1.8029 -5.7333 -4.9957  -0.168
34 C 2.4879 -7.0965 -4.4423  -0.210
35 C 1.7620 -7.8356 -3.1833  -0.630
36 F 0.6544 -7.0980 -2.5427  -0.072
37 Br 3.2615 -8.2598 -1.8640  0.690
38 C 1.2484 -9.3399 -3.7062  -0.654
39 F 0.3109 -9.1829 -4.8792  -0.074
40 F 2.4057 -10.1667 -4.1965  -0.097
41 Br 0.3401 -10.3465 -2.2336  0.727
42 C -3.0854 -5.3421 -5.9745  -0.002
43 H -5.5555 -6.4379 -7.4736  0.079
44 H -5.2280 -8.1176 -6.5411  0.086
45 H -6.5556 -6.9064 -5.9112  0.080
46 H -5.5986 -6.9994 -3.4086  0.087
47 H -3.8704 -5.7032 -1.6034  0.086
48 H -1.6683 -4.2048 -2.5067  0.083
49 H -0.2280 -4.3475 -6.4028  0.106
50 H -1.0205 -2.6763 -6.0494  0.104
51 H -2.1258 -1.6762 -4.2006  0.121
52 H -1.4740 -0.3389 -2.8998  0.105
53 H 0.1560 -0.8094 -5.5896  0.135
54 H 0.0286 0.7936 -4.5582  0.138
55 H 0.5983 0.4253 -2.0502  0.117
56 H 1.7903 -0.0666 -0.6748  0.118
57 H -0.9159 0.6046 -0.1950  0.141
58 H -1.3776 -1.1184 -0.8032  0.132
59 H 5.0470 -3.0599 0.5304  0.112
60 H 5.6488 -5.2257 -1.0253  0.115
61 H 2.4762 -5.3583 -5.9085  0.141
62 H 0.7772 -6.0623 -5.5123  0.126
63 H 2.4695 -7.8785 -5.3455  0.137
64 H 3.6516 -6.9105 -4.2494  0.105
65 H -2.9660 -5.3097 -7.1548  0.093
66 C 5.1311 5.2725 4.7136  -0.080
67 C 4.8038 4.0314 5.5238  -0.277
68 O 4.2272 3.0157 4.7138  -0.266
69 S 5.1974 2.1949 3.6903  0.631
70 C 4.0422 0.9261 3.2369  -0.139
71 O 6.2755 1.5933 4.4432  -0.287
72 O 5.4394 3.0157 2.5222  -0.291
73 H 5.9159 5.0701 3.9791  0.069
74 H 5.4816 6.0796 5.3623  0.080
75 H 4.2511 5.6152 4.1600  0.085
76 H 5.6899 3.6534 6.0453  0.117
77 H 4.0648 4.2911 6.2899  0.124
78 H 3.8185 0.3171 4.1138  0.079
79 H 4.5086 0.3131 2.4624  0.081
80 H 3.1380 1.3941 2.8431  0.047
81 C -1.9644 4.8896 8.7070  -0.078
82 C -2.4565 5.6293 7.4763  -0.277
83 O -2.0377 4.9880 6.2790  -0.269
84 S -2.7753 3.5992 5.8433  0.619
85 C -2.0960 3.4744 4.2084  -0.152
86 O -4.1982 3.8343 5.7379  -0.287
87 O -2.2310 2.5166 6.6361  -0.298
88 H -2.4250 3.9006 8.7850  0.069
89 H -2.2080 5.4436 9.6174  0.080
90 H -0.8813 4.7386 8.6592  0.086
91 H -3.5458 5.7446 7.4923  0.116
92 H -2.0254 6.6365 7.4703  0.126
93 H -2.4663 4.3034 3.6038  0.064
94 H -2.4244 2.5231 3.7837  0.049
95 H -1.0065 3.4930 4.2747  0.055
96 C 0.1946 8.5773 1.7617  -0.079
97 C -0.8153 9.6774 2.0333  -0.276
98 O -2.1141 9.1486 2.2651  -0.265
99 S -2.4087 8.4099 3.6899  0.623
100 C -4.1707 8.2741 3.5252  -0.117
101 O -2.1127 9.3282 4.7670  -0.283
102 O -1.8523 7.0738 3.6432  -0.294
103 H 0.3406 7.9473 2.6438  0.068
104 H 1.1656 8.9990 1.4889  0.082
105 H -0.1523 7.9258 0.9533  0.086
106 H -0.4993 10.3074 2.8719  0.117
107 H -0.8831 10.3240 1.1515  0.124
108 H -4.6069 9.2739 3.5220  0.076
109 H -4.5416 7.7048 4.3804  0.078
110 H -4.4004 7.7427 2.5998  0.077

Cartesian forces, eV/Å:
C 0.17 0.31 0.47
C 1.59 1.13 2.43
C 4.21 2.83 -1.84
C -0.22 -0.13 -3.88
C -2.25 -1.74 -2.02
C -3.57 -2.23 1.96
C -0.19 -0.77 0.62
C 2.06 0.24 1.52
C 3.45 -2.03 2.07
C 1.45 0.37 -0.67
C 0.09 -1.42 -0.77
C 0.81 1.22 -0.44
F 2.58 3.80 1.78
F 1.57 -3.70 -2.59
F -2.51 -1.85 3.69
C -0.88 -1.43 -2.09
C 0.27 0.00 -1.10
C -0.11 1.28 0.23
C -2.09 0.41 -1.06
F 3.20 -0.28 -1.91
Br -0.50 1.70 0.15
C 0.88 0.13 1.49
F -0.52 -4.09 1.58
F -3.41 2.57 -1.98
Br 1.35 -0.35 -1.47
C -1.56 0.81 -0.80
N 2.39 -6.59 -3.80
C -1.32 0.18 -1.16
C -3.56 1.81 -1.44
N -0.30 4.40 4.00
C 0.11 0.15 0.22
C -2.61 3.62 0.94
C 0.19 0.02 -0.68
C 0.80 0.03 -1.10
C 0.11 -0.16 -0.69
F 3.04 -2.17 -1.88
Br -1.62 0.36 -0.66
C -0.09 -0.45 -1.53
F 2.94 -0.45 3.46
F -3.55 2.77 1.27
Br 0.76 0.89 -1.65
C -0.89 -0.43 3.19
H 0.32 -1.14 2.28
H -0.35 2.58 0.22
H 2.38 -0.02 -1.03
H 2.07 1.47 -0.75
H 0.88 0.43 -2.79
H -1.43 -1.16 -2.15
H -0.75 1.28 1.86
H 0.61 -2.26 1.42
H 1.93 1.15 1.19
H 0.34 -1.90 -1.61
H -1.71 1.82 1.04
H -1.51 -1.60 -1.03
H 0.44 -1.85 1.78
H -2.10 -1.08 -1.15
H 0.92 -2.38 0.01
H 2.05 0.87 1.51
H -1.81 -0.39 -2.32
H -2.28 1.53 -0.80
H -1.28 -0.87 2.02
H 2.01 1.12 1.59
H -0.14 1.72 2.00
H -2.89 -0.39 0.03
H -0.16 0.02 2.81
C 0.20 0.09 -0.31
C 0.49 0.92 0.48
O 0.20 -1.06 -0.82
S -0.48 0.07 0.02
C -0.03 0.24 0.21
O -0.49 0.77 -0.58
O 0.19 -0.60 1.01
H -0.10 0.02 0.12
H -0.10 -0.10 0.03
H 0.08 -0.03 0.15
H -0.09 -0.10 -0.15
H -0.04 -0.36 -0.23
H 0.04 0.15 -0.10
H 0.05 0.20 0.12
H 0.30 0.02 0.13
C -0.03 -0.35 0.15
C -0.22 0.37 1.03
O -0.32 -1.06 -0.94
S 0.54 0.43 -0.10
C 0.02 0.24 0.01
O 0.89 -0.28 0.47
O -0.75 0.72 -0.46
H 0.05 0.15 0.00
H 0.04 0.06 -0.13
H -0.14 0.11 0.01
H 0.08 -0.12 -0.12
H -0.01 -0.23 -0.38
H 0.08 -0.02 0.16
H -0.05 0.11 0.22
H -0.19 0.04 0.04
C 0.12 -0.32 0.16
C 1.17 0.25 -0.19
O -0.96 -0.54 0.94
S -0.12 0.04 -0.47
C -0.01 0.10 -0.17
O 0.17 -0.84 -0.74
O -0.21 1.11 0.29
H -0.01 0.11 -0.11
H -0.14 0.05 -0.03
H 0.06 0.16 0.06
H -0.17 -0.12 0.01
H -0.36 -0.13 0.21
H 0.12 -0.11 -0.02
H 0.22 0.05 -0.06
H 0.10 0.08 0.13

SMILES: Cc1cccc(Cc2c(CCC(F)(F)F)c(CC[C@@](F)(Br)C(F)(F)Br)c3nccnc3c2CC[C@](F)(Br)C(F)(F)Br)c1.CCOS(C)(=O)=O.CCOS(C)(=O)=O.CCOS(C)(=O)=O
Electronic energy in hartree: -14575.05091
Total charge: 0